Density functional theory data (ωB97M-V/def2-TZVPD) for a molecular structure, C24H16Cl7IrN2O2.

Calculated values
LUMO (alpha / beta) = -3.2 / -5.1 eV
⟨S²⟩ = 8.775
Frontier orbital gap (alpha / beta) = 7.80 / 6.11 eV
E_HOMO (alpha / beta) = -11.00 / -11.25 eV
Calculated total energy = -122709.320 eV
Net charge = +1
Spin multiplicity = 6

Each line ends with the Mulliken charge.
Cartesian coordinates (Å):
Ir: -0.480 -0.063 -0.176  2.520
Cl: -1.728 7.048 -2.319  -0.196
C: -1.169 5.466 -1.897  0.097
C: 0.019 4.974 -2.466  -0.587
C: 0.486 3.723 -2.156  -0.795
C: -0.208 2.891 -1.256  0.201
O: 0.278 1.698 -1.002  -0.789
C: -1.385 3.407 -0.678  1.023
C: -2.120 2.637 0.251  -0.235
O: -1.792 1.525 0.700  -0.717
C: -1.862 4.692 -1.020  -1.019
H: 0.563 5.599 -3.163  0.425
H: 1.399 3.342 -2.596  0.460
H: -3.058 3.070 0.621  0.368
H: -2.778 5.062 -0.573  0.421
Cl: -3.302 -0.922 0.036  -0.120
C: -2.459 -2.095 -0.922  1.009
C: -1.133 -1.796 -1.234  -1.660
C: -0.457 -2.730 -2.018  1.094
Cl: 1.161 -2.430 -2.542  -0.150
C: -1.064 -3.922 -2.421  -0.192
Cl: -0.204 -5.063 -3.365  -0.151
C: -2.385 -4.192 -2.055  0.579
Cl: -3.133 -5.649 -2.535  -0.153
C: -3.099 -3.262 -1.297  -0.203
Cl: -4.719 -3.568 -0.830  -0.152
Cl: 4.586 0.408 -3.031  -0.196
C: 3.815 -0.219 -1.626  0.141
C: 4.503 -1.009 -0.724  -0.335
C: 3.821 -1.485 0.383  -0.866
C: 2.489 -1.157 0.546  0.011
N: 1.832 -0.395 -0.335  0.260
C: 2.481 0.067 -1.407  -0.883
H: 5.547 -1.245 -0.886  0.463
H: 4.318 -2.106 1.116  0.444
H: 1.927 -1.514 1.397  0.274
H: 1.923 0.675 -2.100  0.629
C: 0.601 1.659 2.597  -1.173
C: 0.161 0.282 2.922  0.576
C: 0.145 -0.320 4.229  -0.990
C: -0.299 -1.590 4.064  -0.854
C: -0.552 -1.764 2.656  0.503
C: -1.023 -3.010 2.012  -1.266
N: -0.274 -0.614 1.996  0.266
H: 1.432 1.951 3.240  0.472
H: -0.217 2.361 2.784  0.270
H: 0.894 1.764 1.552  0.126
H: 0.439 0.172 5.143  0.542
H: -0.440 -2.351 4.816  0.551
H: -0.641 -3.877 2.551  0.480
H: -0.725 -3.066 0.966  0.166
H: -2.117 -3.060 2.054  0.310


Density functional theory data (ωB97M-V/def2-TZVPD) for a molecular structure, C24H16F5N2PbS3.

Calculated values
LUMO = -4.6 eV
Frontier orbital gap = 7.37 eV
E_HOMO = -11.93 eV
Calculated total energy = -79461.285 eV
ΔE to the lowest compared entry with this formula, charge and spin = 0.0 kcal per mole
Net charge = +1
Spin multiplicity = 1

Each line ends with the Mulliken charge.
Cartesian coordinates (Å):
Pb: 0.688 -0.386 -1.178  0.999
C: 2.145 -1.005 -5.154  -1.357
C: 2.588 0.471 -5.080  0.253
C: 4.052 0.611 -5.481  -1.511
C: 2.392 1.066 -3.666  0.933
C: 3.326 0.845 -2.650  -0.045
C: 3.117 1.338 -1.368  -1.106
C: 2.004 2.160 -1.069  0.872
C: 1.932 2.915 0.242  -1.618
C: 1.057 2.316 -2.095  -0.910
C: 1.243 1.732 -3.340  -0.650
H: 2.309 -1.383 -6.154  0.448
H: 1.056 -1.103 -4.991  0.280
H: 2.683 -1.583 -4.402  0.284
H: 1.903 0.935 -5.798  0.411
H: 4.785 0.122 -4.810  0.326
H: 4.379 1.632 -5.569  0.402
H: 4.201 0.043 -6.419  0.404
H: 4.236 0.275 -2.854  0.250
H: 3.878 1.166 -0.601  0.430
H: 2.752 3.548 0.274  0.496
H: 2.048 2.226 1.113  0.285
H: 1.064 3.539 0.418  0.337
H: 0.183 2.933 -1.950  0.508
H: 0.443 1.843 -4.056  0.410
F: -1.861 -1.582 6.839  -0.272
C: -1.283 -1.576 5.652  0.657
C: -1.118 -0.371 4.949  -0.011
F: -1.555 0.727 5.525  -0.290
C: -0.549 -0.445 3.673  0.255
F: -0.391 0.717 3.019  -0.348
C: -0.136 -1.652 3.098  0.143
S: 0.595 -1.871 1.530  -0.159
C: -0.257 -2.832 3.895  0.382
F: 0.120 -4.007 3.418  -0.305
C: -0.815 -2.785 5.137  0.366
F: -0.912 -3.849 5.924  -0.274
S: -1.328 1.054 -0.454  -0.486
C: -2.404 0.151 0.601  0.926
C: -3.509 0.852 1.108  -1.023
C: -4.441 0.231 1.944  0.577
C: -5.432 1.021 2.637  -0.361
N: -6.252 1.622 3.202  -0.430
C: -4.348 -1.166 2.229  0.395
C: -3.329 -1.866 1.616  -0.269
C: -2.353 -1.246 0.816  0.233
S: -1.056 -2.328 0.252  -0.201
C: -5.193 -1.788 3.203  -0.326
N: -5.796 -2.247 4.054  -0.397
H: -3.607 1.906 0.891  0.542
H: -3.256 -2.928 1.877  0.543


Density functional theory data (ωB97M-V/def2-TZVPD) for a molecular structure, C24H16FeN5O4.

Calculated values
LUMO (alpha / beta) = 1.8 / 1.8 eV
⟨S²⟩ = 6.026
Frontier orbital gap (alpha / beta) = 6.08 / 6.19 eV
E_HOMO (alpha / beta) = -4.30 / -4.41 eV
Calculated total energy = -75179.842 eV
ΔE to the lowest compared entry with this formula, charge and spin = 0.0 kcal per mole
Net charge = -1
Spin multiplicity = 5

Each line ends with the Mulliken charge.
Cartesian coordinates (Å):
Fe: 0.401 0.080 -0.105  0.213
C: 5.496 1.838 1.472  -0.451
C: 4.962 0.577 1.239  -0.637
C: 3.591 0.386 1.225  -0.309
C: 2.717 1.455 1.441  0.180
C: 3.262 2.726 1.655  -0.053
C: 4.636 2.909 1.675  -0.660
N: 1.344 1.234 1.346  -0.153
C: 0.467 1.790 2.190  0.549
C: 0.791 2.339 3.469  -0.622
C: -0.180 2.836 4.292  -0.587
C: -1.542 2.844 3.928  -0.726
C: -1.898 2.335 2.709  -0.511
C: -0.919 1.823 1.841  0.323
N: -1.196 1.341 0.588  1.346
N: -2.348 1.461 0.101  -1.244
C: -2.390 0.996 -1.242  0.084
C: -3.620 1.041 -1.890  -0.385
C: -3.677 0.658 -3.215  -0.305
C: -2.507 0.257 -3.848  -0.899
C: -1.332 0.235 -3.117  -0.319
N: -1.268 0.585 -1.833  0.139
H: 6.568 1.987 1.481  0.355
H: 5.620 -0.265 1.064  0.364
H: 3.166 -0.591 1.035  0.298
H: 2.597 3.570 1.787  0.524
H: 5.036 3.903 1.837  0.345
H: 1.823 2.321 3.789  0.485
H: 0.104 3.223 5.265  0.364
H: -2.287 3.224 4.615  0.367
H: -2.930 2.300 2.387  0.426
H: -4.489 1.376 -1.341  0.438
H: -4.618 0.679 -3.752  0.378
H: -2.497 -0.038 -4.889  0.416
H: -0.402 -0.069 -3.582  0.498
O: -1.963 -2.912 1.873  -0.781
C: -1.159 -2.209 1.259  0.048
O: -0.618 -1.118 1.597  -0.441
C: -0.703 -2.722 -0.111  0.244
C: -1.039 -3.957 -0.642  -0.659
C: -0.513 -4.310 -1.876  -0.220
C: 0.331 -3.431 -2.549  -0.833
C: 0.610 -2.216 -1.951  0.645
N: 0.090 -1.893 -0.775  0.536
C: 1.510 -1.125 -2.545  0.131
O: 1.947 -1.297 -3.680  -0.760
O: 1.690 -0.122 -1.776  -0.624
H: -1.693 -4.603 -0.073  0.530
H: -0.753 -5.271 -2.314  0.414
H: 0.769 -3.657 -3.510  0.539


Density functional theory data (ωB97M-V/def2-TZVPD) for a molecular structure, C24H16N2O5PRhS4Te.

Calculated values
LUMO (alpha / beta) = 4.2 / 4.2 eV
Frontier orbital gap (alpha / beta) = 6.17 / 6.16 eV
E_HOMO (alpha / beta) = -1.98 / -1.97 eV
Calculated total energy = -101301.037 eV
ΔE to the lowest compared entry with this formula, charge and spin = 39.9 kcal per mole
Net charge = -2
Spin multiplicity = 1

Each line ends with the Mulliken charge.
Cartesian coordinates (Å):
Rh: -0.895 0.637 0.200  -0.312
O: -1.326 6.737 -0.264  -0.569
C: -0.966 5.435 -0.039  1.191
C: -0.110 4.762 -0.900  -0.478
C: 0.172 3.436 -0.640  -0.117
N: -0.353 2.812 0.412  -0.053
C: -1.124 3.471 1.273  0.119
C: -1.459 4.797 1.087  -0.639
C: -1.586 2.658 2.481  0.261
O: -1.891 3.299 3.492  -0.786
O: -1.566 1.407 2.306  -0.349
C: 1.115 2.602 -1.516  0.023
O: 1.873 3.232 -2.271  -0.833
O: 1.008 1.368 -1.328  0.024
H: -0.943 7.004 -1.107  0.277
H: 0.342 5.235 -1.765  0.375
H: -2.098 5.297 1.801  0.491
Te: -1.265 -0.741 -2.092  0.233
C: -0.610 0.564 -3.591  0.005
C: -1.110 1.799 -3.899  -0.441
C: -0.397 2.450 -4.946  -0.564
C: 0.629 1.695 -5.428  -0.407
S: 0.748 0.212 -4.580  -0.165
H: -1.955 2.225 -3.372  0.482
H: -0.635 3.441 -5.315  0.332
H: 1.341 1.944 -6.201  0.351
S: -5.274 1.767 0.842  -0.493
C: -3.790 1.565 0.212  0.213
N: -2.747 1.461 -0.316  -0.401
S: -1.848 -1.581 1.034  -0.469
P: 0.122 -1.712 1.383  2.234
S: 1.109 -0.049 1.775  -0.505
C: 0.952 -2.589 0.014  0.460
C: 1.822 -1.909 -0.829  -0.522
C: 2.429 -2.584 -1.880  -0.378
C: 2.168 -3.930 -2.090  -0.445
C: 1.287 -4.608 -1.254  -0.645
C: 0.677 -3.936 -0.204  -0.457
C: 0.399 -2.878 2.780  -0.045
C: -0.592 -3.069 3.738  -0.491
C: -0.362 -3.899 4.830  -0.600
C: 0.860 -4.540 4.973  -0.347
C: 1.859 -4.341 4.027  -0.617
C: 1.631 -3.510 2.939  -0.269
H: 1.996 -0.849 -0.678  0.039
H: 3.089 -2.045 -2.550  0.422
H: 2.643 -4.453 -2.912  0.350
H: 1.074 -5.658 -1.422  0.362
H: -0.027 -4.451 0.440  0.359
H: -1.542 -2.563 3.617  0.326
H: -1.140 -4.040 5.571  0.369
H: 1.038 -5.192 5.820  0.350
H: 2.818 -4.833 4.137  0.364
H: 2.411 -3.349 2.204  0.385


Density functional theory data (ωB97M-V/def2-TZVPD) for a molecular structure, C24H16N2STeY.

Calculated values
LUMO (alpha / beta) = 2.5 / 2.5 eV
Frontier orbital gap (alpha / beta) = 5.11 / 4.71 eV
E_HOMO (alpha / beta) = -2.56 / -2.17 eV
Calculated total energy = -47301.379 eV
Net charge = -1
Spin multiplicity = 1

Each line ends with the Mulliken charge.
Cartesian coordinates (Å):
Y: 0.329 0.520 -0.733  1.116
S: -3.693 2.785 -1.749  -0.309
C: -3.079 3.747 -0.462  -0.576
C: -1.882 3.279 -0.019  -0.133
C: -1.389 2.117 -0.699  -0.963
C: -2.293 1.736 -1.687  0.831
C: -2.161 0.614 -2.594  0.136
C: -3.064 0.325 -3.609  -0.673
C: -2.886 -0.750 -4.459  -0.575
C: -1.731 -1.564 -4.264  -0.731
C: -0.868 -1.257 -3.263  -0.286
N: -1.022 -0.200 -2.400  -0.048
H: -3.641 4.599 -0.110  0.429
H: -1.344 3.760 0.790  0.392
H: -3.925 0.971 -3.731  0.272
H: -3.594 -0.963 -5.248  0.402
H: -1.530 -2.419 -4.896  0.348
H: 0.014 -1.868 -3.096  0.415
C: 2.009 4.049 1.442  -0.603
C: 1.433 3.431 2.546  -0.615
C: 1.398 2.052 2.605  -0.539
C: 1.953 1.255 1.593  0.184
C: 2.534 1.879 0.471  -0.369
C: 2.537 3.283 0.421  -0.330
C: 1.828 -0.226 1.757  0.344
C: 2.642 -0.937 2.598  0.033
C: 2.467 -2.317 2.757  -1.329
C: 1.421 -2.963 2.039  1.466
C: 1.165 -4.341 2.118  -0.733
C: 0.138 -4.933 1.402  -0.493
C: -0.673 -4.153 0.584  -0.837
C: -0.449 -2.786 0.492  -0.484
C: 0.589 -2.173 1.197  -0.143
N: 0.791 -0.809 1.054  -0.414
H: 2.029 5.130 1.368  0.361
H: 0.998 4.019 3.344  0.383
H: 0.933 1.554 3.448  0.477
H: 2.965 3.764 -0.448  0.386
H: 3.432 -0.413 3.121  0.434
H: 3.116 -2.895 3.401  0.326
H: 1.799 -4.945 2.759  0.334
H: -0.034 -5.999 1.481  0.359
H: -1.482 -4.604 0.024  0.399
H: -1.099 -2.176 -0.131  0.514
Te: 3.319 0.821 -1.213  -0.158


Density functional theory data (ωB97M-V/def2-TZVPD) for a molecular structure, C24H16N4NiO8S2.

Calculated values
LUMO (alpha / beta) = 4.7 / 4.7 eV
⟨S²⟩ = 2.004
Frontier orbital gap (alpha / beta) = 6.36 / 6.30 eV
E_HOMO (alpha / beta) = -1.70 / -1.64 eV
Calculated total energy = -110206.894 eV
Net charge = -2
Spin multiplicity = 3

Each line ends with the Mulliken charge.
Cartesian coordinates (Å):
Ni: 0.597 0.065 0.150  0.424
O: 4.137 -0.896 2.021  -0.861
C: 2.992 -0.610 1.635  0.132
N: 2.528 -0.321 0.433  0.810
C: 3.305 0.005 -0.674  -0.538
C: 4.569 -0.507 -0.945  -0.700
C: 5.248 -0.113 -2.094  -0.554
C: 4.660 0.790 -2.962  -0.549
C: 3.402 1.325 -2.696  -0.576
C: 2.702 0.952 -1.546  0.904
N: 1.455 1.441 -1.127  -0.045
C: 0.922 2.550 -1.638  0.365
O: 1.299 3.240 -2.600  -0.817
C: -0.319 3.027 -0.903  0.653
C: -1.341 3.630 -1.636  -0.727
C: -2.476 4.050 -0.976  -0.227
C: -2.547 3.888 0.401  -0.621
C: -1.468 3.311 1.045  -0.202
N: -0.374 2.885 0.418  -0.311
C: 1.891 -0.488 2.679  0.353
C: 2.096 -0.933 3.980  -0.679
C: 1.079 -0.783 4.901  -0.175
C: -0.114 -0.196 4.506  -1.086
C: -0.240 0.225 3.192  -0.321
N: 0.749 0.101 2.311  0.189
H: 5.000 -1.204 -0.242  0.407
H: 6.230 -0.521 -2.306  0.338
H: 5.180 1.095 -3.865  0.344
H: 2.955 2.041 -3.364  0.451
H: -1.218 3.720 -2.706  0.395
H: -3.306 4.481 -1.523  0.356
H: -3.425 4.177 0.963  0.354
H: -1.489 3.163 2.121  0.390
H: 3.049 -1.386 4.215  0.454
H: 1.206 -1.129 5.921  0.386
H: -0.942 -0.076 5.193  0.394
H: -1.155 0.657 2.805  0.576
O: -2.745 0.677 -1.589  -0.715
S: -2.724 0.025 -0.299  1.402
O: -3.853 0.333 0.564  -0.851
O: -1.459 0.170 0.430  0.116
C: -2.954 -1.733 -0.683  -0.019
C: -4.296 -2.086 -0.803  -0.993
C: -4.685 -3.367 -1.157  -0.504
C: -3.719 -4.331 -1.401  -0.552
C: -2.381 -3.992 -1.283  -0.510
C: -1.984 -2.706 -0.928  -0.064
S: -0.200 -2.473 -0.772  1.491
O: 0.129 -1.250 -1.519  -0.696
O: 0.372 -3.685 -1.312  -0.764
O: 0.043 -2.244 0.651  -0.676
H: -5.039 -1.327 -0.599  0.435
H: -5.739 -3.606 -1.241  0.348
H: -4.000 -5.340 -1.678  0.355
H: -1.605 -4.720 -1.469  0.511